{
  "formula": "C45H57N7O4PtS",
  "method": "wB97M-V/def2-TZVPD",
  "total_charge": 2,
  "multiplicity": 5,
  "total_energy_ha": -2949.81309,
  "homo_ha": [-0.330, -0.394],
  "species": ["Pt", "C", "O", "C", "C", "C", "C", "C", "C", "N", "N", "C", "C", "C", "C", "O", "C", "N", "C", "C", "C", "C", "H", "H", "H", "H", "H", "H", "H", "H", "H", "H", "H", "H", "N", "C", "C", "C", "N", "C", "C", "H", "H", "H", "H", "H", "H", "C", "C", "C", "C", "C", "C", "C", "S", "C", "O", "H", "H", "H", "H", "H", "H", "H", "H", "H", "H", "C", "C", "C", "C", "N", "N", "H", "H", "H", "H", "H", "H", "H", "H", "H", "H", "H", "H", "C", "C", "C", "C", "C", "C", "C", "C", "C", "C", "C", "C", "O", "H", "H", "H", "H", "H", "H", "H", "H", "H", "H", "H", "H", "H", "H", "H", "H", "H"],
  "positions_angstrom": [[0.59, 1.67, -0.20], [8.40, -7.78, 1.93], [8.15, -7.29, 0.57], [7.27, -6.26, 0.51], [6.35, -5.95, 1.55], [5.45, -4.91, 1.36], [5.58, -4.03, 0.25], [6.45, -4.31, -0.83], [7.15, -5.49, -0.72], [4.99, -2.77, 0.25], [4.65, -2.44, 1.51], [4.16, -1.17, 1.55], [3.21, -0.85, 2.61], [2.68, 0.41, 2.74], [2.71, 1.26, 1.62], [1.76, 2.16, 1.44], [3.71, 1.00, 0.56], [3.96, 2.02, -0.28], [4.97, 1.97, -1.09], [5.79, 0.79, -1.29], [5.60, -0.20, -0.32], [4.53, -0.13, 0.63], [9.23, -8.51, 1.97], [7.45, -8.32, 2.25], [8.63, -6.99, 2.67], [6.41, -6.42, 2.55], [4.67, -4.56, 2.04], [6.48, -3.74, -1.72], [7.69, -5.85, -1.66], [2.91, -1.66, 3.29], [2.18, 0.73, 3.66], [5.19, 2.86, -1.69], [6.50, 0.73, -2.10], [6.38, -0.94, -0.12], [0.72, 7.58, -1.75], [0.75, 6.24, -1.55], [1.83, 5.61, -0.87], [1.89, 4.24, -0.60], [0.83, 3.45, -1.02], [-0.15, 4.00, -1.83], [-0.21, 5.37, -2.15], [1.53, 8.14, -1.45], [0.03, 7.88, -2.39], [2.73, 6.25, -0.54], [2.74, 3.64, -0.25], [-0.92, 3.31, -2.24], [-1.05, 5.74, -2.75], [-3.88, -1.65, -6.65], [-2.93, -1.22, -5.62], [-2.67, 0.15, -5.52], [-1.63, 0.61, -4.71], [-0.97, -0.38, -3.95], [-1.16, -1.77, -4.16], [-2.12, -2.17, -5.03], [0.19, 0.07, -2.71], [1.33, 1.17, -3.55], [-0.67, 1.08, -1.71], [-4.66, -2.36, -6.39], [-3.35, -2.13, -7.49], [-4.40, -0.77, -7.07], [-3.28, 0.85, -6.04], [-1.29, 1.64, -4.83], [-0.52, -2.40, -3.51], [-2.23, -3.23, -5.35], [1.37, 1.05, -4.65], [2.37, 1.06, -3.12], [0.90, 2.17, -3.37], [-0.96, -2.54, 2.17], [-1.63, -1.13, 2.34], [-2.97, -0.95, 1.62], [-1.83, -0.93, 3.83], [-0.76, 0.01, 1.89], [-0.03, -0.19, 0.64], [-1.52, -3.37, 2.58], [-0.15, -2.52, 2.86], [-0.60, -2.89, 1.18], [-3.73, -1.59, 2.18], [-3.35, -2.22, 0.15], [-2.82, 1.19, 1.54], [-2.58, -1.62, 4.24], [-2.18, 0.09, 4.15], [-0.96, -1.20, 4.41], [-0.35, 0.64, 2.59], [-0.75, -0.54, -0.04], [0.70, -0.96, 0.78], [-3.61, 2.79, -0.37], [-4.65, 1.64, -0.56], [-4.64, 0.97, -1.95], [-4.72, 0.76, 0.62], [-5.93, 0.04, 0.77], [-6.21, -0.55, 2.01], [-5.65, 0.01, 3.19], [-4.47, 0.74, 3.04], [-4.36, 2.05, 3.74], [-3.01, 2.91, 3.82], [-4.97, 1.88, 5.15], [-3.64, 0.49, 1.69], [-2.94, -1.37, 0.26], [-4.00, 3.53, -1.04], [-2.59, 2.55, -0.64], [-3.56, 3.16, 0.68], [-5.67, 2.13, -0.60], [-3.67, 0.99, -2.42], [-5.34, 1.57, -2.58], [-5.02, 0.02, -1.91], [-6.62, -0.02, -0.07], [-6.96, -1.31, 2.05], [-6.14, -0.33, 4.12], [-4.96, 2.78, 3.17], [-2.38, 2.49, 4.60], [-3.30, 3.92, 4.08], [-2.38, 3.03, 2.90], [-4.21, 1.19, 5.63], [-6.01, 1.57, 5.16], [-4.84, 2.89, 5.67]]
}

{
  "formula": "C6H8BNO3",
  "method": "wB97M-V/def2-TZVPD",
  "relative_energy_ev": 2.119,
  "total_energy_ha": -538.74452,
  "homo_ha": -0.305,
  "species": ["B", "C", "C", "C", "C", "C", "C", "N", "O", "O", "O", "H", "H", "H", "H", "H", "H", "H", "H"],
  "positions_angstrom": [[-1.48, -0.62, -0.24], [0.92, 1.27, -0.45], [0.03, 2.14, 0.10], [-1.86, 1.30, 1.50], [1.02, -0.11, -0.01], [-0.03, -0.86, 0.27], [2.49, -0.48, 0.20], [-0.93, 1.73, 0.93], [-2.41, -1.51, 0.14], [-1.56, 0.17, -1.35], [0.12, -2.14, 0.84], [1.77, 1.84, -1.08], [-0.10, 3.09, -0.29], [3.09, 0.02, 0.87], [2.37, -1.60, 0.59], [2.96, -0.51, -0.90], [-3.32, -1.26, -0.18], [-2.33, 0.08, -1.94], [-0.75, -2.56, 1.00]]
}